This record from the OMol25 dataset describes C27H45MnNOP2Si as an isolated structure at a distorted geometry. The level of theory is wB97M-V/def2-TZVPD.

Last column: Löwdin spin population.
Atoms and positions in Å:
Mn  0.00368  1.14421  -0.20563  0.64
P  -2.15422  0.15957  -0.18240  0.00
P  1.93314  -0.08143  -0.29335  -0.01
Si  0.78688  4.32335  -0.79253  0.01
O  0.56515  2.61767  -0.81454  0.08
N  -0.04981  0.68811  1.53275  0.13
C  -3.53402  1.80276  1.73512  0.00
C  2.82938  -2.69852  -0.90490  0.00
C  -2.37727  2.63461  3.68101  0.00
C  2.86807  -1.60179  3.43351  0.04
C  1.97290  -0.56007  1.45684  0.03
C  1.77242  -1.16969  4.16892  -0.01
C  3.61973  1.94293  0.53788  0.00
C  -3.21866  2.28919  -1.62858  0.00
C  -0.70771  5.06823  -1.59655  0.00
C  -1.20247  2.02361  3.28012  0.02
C  0.77996  -0.40846  3.57469  0.03
C  -3.54049  2.51662  2.92260  0.02
C  2.96324  -1.30416  2.07676  0.00
C  -2.75570  -1.50214  0.35269  0.00
C  0.89496  -0.07350  2.22440  0.00
C  -2.98967  -2.49588  -0.78375  0.00
C  1.97487  -1.53757  -1.41644  0.00
C  -3.20490  0.76311  -1.55596  0.00
C  3.39664  0.98312  -0.63046  0.00
C  -2.36332  1.18362  1.30756  0.02
C  4.67264  0.20549  -0.95353  0.00
C  2.34577  4.64861  -1.73722  0.00
C  -2.66360  0.19453  -2.87587  0.00
C  -1.20351  1.28177  2.10031  0.01
C  -1.89054  -2.08012  1.46972  0.00
C  0.56379  -2.01439  -1.74982  0.00
C  0.87686  4.81712  0.99805  0.00
H  1.72502  4.38356  1.52974  0.00
H  0.61783  -2.85796  -2.43894  0.00
H  2.43198  -1.12594  -2.32319  0.00
H  2.38405  -3.15034  -0.01765  0.00
H  -0.88682  -2.32792  1.11924  0.00
H  0.97793  5.90346  1.06444  0.00
H  1.68832  -1.43034  5.21511  0.00
H  -0.04178  4.54831  1.52716  0.00
H  2.87435  -3.46486  -1.67910  0.00
H  -0.07757  -0.09633  4.15246  0.00
H  -2.55197  -0.88779  -2.87420  0.00
H  2.71709  2.49373  0.80114  0.00
H  -2.20529  2.67668  -1.75974  0.00
H  -0.03744  -1.23464  -2.21981  0.00
H  -0.63420  6.15750  -1.54610  0.00
H  -0.79699  4.79576  -2.64949  0.00
H  2.28657  4.24360  -2.74929  0.00
H  3.22127  4.22367  -1.24369  0.00
H  -1.62603  4.78446  -1.07943  0.00
H  -2.38900  3.21749  4.59213  0.00
H  -3.73353  -1.23949  0.77652  0.00
H  -3.65702  2.76298  -0.75294  0.00
H  -2.07408  -2.74158  -1.32033  0.00
H  -4.21368  0.37913  -1.37232  0.00
H  -3.34565  0.45684  -3.68433  0.00
H  -3.79613  2.59776  -2.50033  0.00
H  4.56275  -0.46429  -1.80469  0.00
H  3.85250  -2.40763  -0.67522  0.00
H  5.45669  0.92129  -1.20260  0.00
H  -0.29211  2.15074  3.84969  0.00
H  2.51261  5.72463  -1.82547  0.00
H  3.96558  1.40576  1.42197  0.00
H  3.64214  -2.18805  3.90941  0.00
H  -3.37666  -3.42032  -0.35422  0.00
H  3.08729  1.55235  -1.51319  0.00
H  -4.45276  2.98808  3.26162  0.00
H  -2.34977  -2.99946  1.83314  0.00
H  -1.80434  -1.40152  2.31877  0.00
H  0.05352  -2.35879  -0.84850  0.00
H  3.81025  -1.66982  1.51375  0.00
H  5.02388  -0.36715  -0.09370  0.00
H  -4.44436  1.71528  1.15549  0.00
H  4.39132  2.66465  0.26936  0.00
H  -1.69339  0.64220  -3.10731  0.00
H  -3.72898  -2.13880  -1.49848  0.00

Computed properties:
- Maximum force: 1.36 eV/Å
- E: -3308.54748 Eh
- Net charge: +2
- 2S+1: 2